51
Properties=species:S:1:pos:R:3:forces:R:3 method="wB97M-V/def2-TZVPD" e_above_lowest_kj_mol=0.0 charge=-1 homo_energy_ev=-5.70 fmax_ha_per_bohr=0.04924
Te 1.50768 -4.56475 1.97594 0.4 -2.5 0.4
P -0.94774 -0.43182 -0.21235 -0.1 0.3 0.2
Al 1.92198 -2.75679 -0.50987 0.4 -0.1 -0.3
F 2.22400 -5.84956 0.77229 -0.2 0.5 0.3
F 0.76849 -3.48814 -1.45620 -0.2 0.2 -0.2
F 3.44321 -4.48234 2.41650 -0.7 0.3 0.1
F -0.12010 -5.23312 1.05090 0.3 0.6 0.5
F 3.41042 -3.50707 -0.59545 0.1 -0.1 -0.2
O 3.23306 0.86201 -1.00593 0.0 0.0 -0.1
O 2.17652 -1.08653 -0.88440 -0.4 0.9 -0.3
O 1.47565 -2.94149 1.20270 -0.1 0.6 -0.4
N 1.58367 0.58311 0.58679 -0.7 -0.6 -0.2
C -1.10930 -0.37827 -2.03830 0.1 -0.2 0.1
C -2.46184 0.54987 0.20922 0.1 0.0 0.0
C -4.60154 2.13452 1.07439 0.0 0.0 0.0
C 2.24847 2.76979 1.60121 0.0 -0.1 -0.1
C -2.17576 -1.12236 -2.54790 0.1 0.0 0.0
C 2.19132 1.24257 1.74699 0.3 0.2 0.0
C -3.07043 1.45698 -0.65624 0.0 0.0 0.0
C -2.94837 0.44744 1.51224 0.0 -0.1 0.0
C -4.13036 2.24218 -0.22588 0.0 0.1 0.0
C 3.61167 0.69513 1.92264 -0.1 0.0 -0.1
C -0.21108 0.19493 -2.92856 0.1 0.0 0.1
C -0.36693 0.01504 -4.29665 0.0 0.0 -0.1
C 0.22514 0.97144 0.20780 0.6 -0.2 -0.2
C 1.37933 0.84806 2.98732 0.0 0.0 -0.1
C -4.00599 1.23306 1.94492 0.0 0.0 0.1
C 2.40119 0.13775 -0.50024 0.1 0.0 0.3
C -1.42141 -0.73375 -4.78981 0.0 0.0 0.0
C -2.33241 -1.30148 -3.90874 -0.1 0.0 0.0
H 2.81649 3.20630 2.42499 0.0 0.0 0.0
H 1.32214 -0.23948 3.04592 0.0 0.0 0.0
H -0.22152 1.47966 1.05989 -0.1 0.0 -0.1
H 1.24699 3.20524 1.60414 0.0 0.0 0.0
H -4.35994 1.15062 2.96532 0.0 0.0 0.0
H 0.36264 1.24430 2.95986 0.0 0.0 0.0
H 0.22744 1.68334 -0.63284 -0.1 0.1 0.1
H -3.14944 -1.90248 -4.28730 0.0 0.0 0.0
H -4.57885 2.95429 -0.90830 0.0 0.0 0.0
H -2.87518 -1.57778 -1.85586 0.0 -0.1 0.0
H -1.52456 -0.89144 -5.85597 0.0 0.0 0.0
H 4.03285 1.04282 2.86634 0.0 0.0 0.0
H 4.24963 1.01906 1.10431 0.1 0.0 0.0
H 0.63010 0.77325 -2.56899 0.1 0.0 0.0
H 1.86100 1.22799 3.88989 0.0 0.0 0.0
H -2.48265 -0.25871 2.19126 0.0 0.0 0.0
H -5.42810 2.74992 1.40734 0.0 0.0 0.0
H 3.59063 -0.39663 1.92404 0.0 0.0 0.1
H 2.73810 3.02500 0.66131 0.0 0.0 0.0
H 0.35464 0.44852 -4.97766 0.0 0.0 0.0
H -2.71093 1.54982 -1.67301 0.0 0.0 0.0